# 1
{"formula": "C10H22KN2O3", "method": "the ωB97M-V functional and the def2-TZVPD basis", "species": ["K", "C", "C", "C", "O", "C", "H", "H", "H", "H", "H", "H", "H", "H", "C", "O", "N", "C", "C", "H", "H", "H", "H", "H", "H", "H", "C", "O", "N", "C", "C", "H", "H", "H", "H", "H", "H", "H"], "xyz": [[0.77967, -0.73174, 0.69695], [-2.26572, 2.85699, 0.37131], [-3.23449, 1.67186, 0.10251], [-2.27774, 0.54133, -0.28311], [-0.99509, 1.15879, -0.58609], [-1.20464, 2.57741, -0.68768], [-1.84235, 2.77501, 1.39675], [-2.74076, 3.78793, 0.21721], [-3.81791, 1.92726, -0.74984], [-3.86633, 1.42481, 0.93677], [-2.60707, -0.06182, -1.14061], [-2.06192, -0.16065, 0.53811], [-1.61608, 2.84875, -1.66101], [-0.27182, 3.05363, -0.51077], [3.52991, 1.87393, 0.12065], [3.03149, 0.74616, 0.23952], [4.77811, 2.21499, 0.42951], [5.19797, 3.57528, 0.25151], [5.70909, 1.27514, 0.97709], [2.92800, 2.69655, -0.24669], [5.26225, 4.11927, 1.20859], [4.49729, 4.03363, -0.41993], [6.22473, 3.60333, -0.16197], [5.29725, 0.27019, 1.01001], [6.60339, 1.20532, 0.41658], [5.92485, 1.57724, 2.02284], [-2.19386, -2.86179, 0.07969], [-1.08428, -2.64845, 0.57401], [-2.55473, -4.11015, -0.35709], [-3.91083, -4.34156, -0.87458], [-1.56979, -5.22006, -0.21957], [-2.98921, -2.10212, 0.07939], [-4.66269, -4.56485, -0.14224], [-3.70835, -5.03786, -1.69026], [-4.28369, -3.44100, -1.38347], [-1.53566, -5.86608, -1.10947], [-0.57006, -4.76698, -0.00767], [-1.89892, -5.89971, 0.56304]], "forces_ev_per_angstrom": [[0.079, 0.186, -0.217], [0.435, -1.585, 0.416], [1.308, 0.233, 0.157], [0.706, -0.247, 0.246], [-0.298, -0.137, -0.149], [-1.044, -0.623, 0.588], [-0.210, 0.238, -0.636], [-0.487, 1.074, 0.072], [-0.762, 0.159, -0.602], [-0.277, -0.071, 0.276], [-0.003, 0.301, 0.061], [-0.321, 0.217, -0.072], [0.223, -0.049, -0.234], [0.807, 0.437, 0.020], [-0.258, -1.103, 0.271], [0.097, 0.340, 0.101], [-0.478, -0.324, -0.423], [1.196, 0.319, 0.444], [-0.525, -0.419, 1.743], [-0.171, 0.424, -0.239], [-0.258, -0.145, -0.259], [-0.081, 0.585, -0.245], [-0.615, -0.031, -0.091], [-0.326, 0.127, -0.051], [1.007, 0.297, -0.640], [0.180, -0.215, -0.523], [0.217, -2.295, 0.457], [-0.116, 0.828, -0.282], [0.406, 1.506, 0.631], [1.295, 0.821, -1.314], [-0.184, 0.480, -0.218], [0.033, -0.178, -0.376], [-0.069, -0.874, 0.396], [-0.980, -0.479, 0.304], [0.328, -0.013, 0.184], [-0.013, 0.638, -0.081], [-1.017, -0.601, -0.136], [0.174, 0.178, 0.422]], "nbo_charge": [0.982, -0.414, -0.437, -0.077, -0.580, -0.066, 0.202, 0.226, 0.212, 0.229, 0.183, 0.163, 0.173, 0.193, 0.546, -0.732, -0.394, -0.404, -0.424, 0.123, 0.205, 0.214, 0.215, 0.238, 0.213, 0.206, 0.539, -0.729, -0.407, -0.417, -0.428, 0.136, 0.214, 0.222, 0.211, 0.212, 0.244, 0.212], "charge": 1, "homo_ev": -12.321, "lumo_ev": -2.41, "energy_ev": -36170.404, "multiplicity": 1}

---

# 2
{"formula": "C10H22N5O2Rh", "method": "the ωB97M-V functional and the def2-TZVPD basis", "species": ["Rh", "C", "C", "N", "C", "C", "N", "C", "C", "N", "H", "H", "H", "H", "H", "H", "H", "H", "H", "H", "H", "H", "H", "H", "H", "C", "C", "N", "O", "C", "C", "N", "O", "H", "H", "H", "H", "H", "H", "H"], "xyz": [[-0.00600, 0.04794, -0.13800], [2.04842, 2.03053, 0.74669], [1.07225, 2.71583, -0.17054], [-0.25633, 2.09897, 0.02540], [-0.92823, 2.43001, 1.32699], [-1.53453, 1.17703, 1.95071], [-0.54023, 0.06609, 1.89978], [0.62365, 0.22393, 2.80279], [1.88045, -0.11274, 2.02983], [1.85695, 0.53888, 0.68736], [1.93388, 2.34881, 1.78121], [3.06774, 2.28286, 0.45502], [1.34102, 2.54297, -1.21325], [1.04468, 3.79369, 0.00145], [-0.84133, 2.40071, -0.75445], [-1.69398, 3.18905, 1.17285], [-0.18656, 2.86829, 1.99281], [-2.40552, 0.84908, 1.37745], [-1.86318, 1.36796, 2.97427], [-1.00879, -0.80688, 2.12895], [0.53152, -0.42563, 3.67235], [0.64190, 1.24545, 3.18020], [1.95913, -1.18619, 1.86377], [2.76305, 0.19594, 2.59540], [2.59009, 0.13025, 0.11225], [-1.21579, -3.66006, -1.85723], [-0.70039, -2.30648, -1.54810], [-0.14699, -1.96880, -0.42487], [-0.12125, -2.92957, 0.58008], [-0.76470, -1.23912, -2.54559], [-1.27494, -1.42376, -3.93352], [-0.24353, -0.09582, -2.14205], [-0.12030, 0.94402, -2.81321], [-0.90518, -4.39105, -1.11974], [-0.87704, -3.95740, -2.84990], [-2.30849, -3.62957, -1.88697], [0.78955, -2.94595, 0.90940], [-2.20416, -1.99216, -3.93464], [-0.54767, -1.96383, -4.54418], [-1.44918, -0.45328, -4.39077]], "forces_ev_per_angstrom": [[-0.954, -0.773, 0.223], [0.266, 0.165, 0.037], [0.046, 0.039, -0.208], [-0.387, 0.051, -0.095], [0.129, -0.010, -0.005], [0.056, -0.016, -0.076], [-0.050, 0.332, 0.140], [0.050, 0.130, 0.027], [0.290, -0.084, 0.218], [-0.873, -0.430, -0.438], [-0.047, -0.067, 0.011], [0.037, -0.115, 0.033], [-0.045, 0.025, -0.043], [0.039, -0.018, 0.057], [-0.006, -0.061, -0.002], [-0.023, -0.034, -0.006], [0.000, 0.031, -0.011], [-0.006, -0.001, 0.049], [-0.005, 0.045, -0.014], [-0.044, -0.054, -0.132], [0.024, -0.008, 0.005], [0.058, -0.013, -0.012], [-0.003, -0.010, -0.004], [0.080, 0.017, -0.134], [-0.032, -0.014, -0.066], [-0.001, -0.039, 0.045], [0.129, 0.061, -0.082], [0.693, -0.136, 0.282], [-0.177, 0.169, 0.133], [-0.058, 0.014, -0.083], [-0.084, 0.023, 0.099], [1.161, 0.971, 0.592], [-0.250, -0.075, -0.343], [-0.002, -0.001, 0.016], [-0.015, 0.010, -0.005], [0.003, 0.003, -0.016], [-0.037, -0.143, -0.168], [-0.003, -0.008, -0.018], [0.022, 0.016, -0.009], [0.018, 0.010, 0.000]], "nbo_charge": [1.027, -0.261, -0.251, -0.567, -0.260, -0.248, -0.581, -0.261, -0.240, -0.458, 0.219, 0.264, 0.258, 0.247, 0.437, 0.262, 0.215, 0.231, 0.251, 0.427, 0.259, 0.222, 0.217, 0.254, 0.435, -0.696, 0.338, -0.233, -0.531, 0.086, -0.678, -0.012, -0.457, 0.271, 0.273, 0.277, 0.483, 0.248, 0.260, 0.274], "charge": 2, "homo_ev": [-15.015, -15.016], "lumo_ev": [-9.07, -9.07], "energy_ev": -25262.399, "multiplicity": 1}

---

# 3
{"formula": "C10H22NO4S", "method": "the ωB97M-V functional and the def2-TZVPD basis", "species": ["C", "C", "C", "C", "C", "C", "O", "N", "C", "C", "O", "O", "H", "H", "H", "H", "H", "H", "H", "H", "H", "H", "H", "H", "H", "H", "H", "H", "C", "S", "O", "C", "H", "H", "H", "H", "H", "H"], "xyz": [[-1.25843, 0.95379, -1.52321], [-1.65730, 0.01228, -0.37916], [-0.47080, -0.70945, 0.27495], [0.10350, -0.08914, 1.56626], [0.00473, 1.43360, 1.65798], [0.94472, 2.16507, 2.62783], [0.68162, 3.57644, 2.51701], [0.72143, 1.86268, 4.03994], [-0.64284, 1.52880, 4.43194], [2.43756, 1.86612, 2.18858], [2.88590, 0.75830, 2.52834], [2.97685, 2.78826, 1.52825], [-1.99333, 1.74959, -1.66736], [-0.29192, 1.42334, -1.34017], [-1.18307, 0.39528, -2.45803], [-2.26434, 0.53990, 0.36041], [-2.30861, -0.75209, -0.81440], [-0.80409, -1.71717, 0.53522], [0.31439, -0.83784, -0.47159], [-0.41332, -0.55101, 2.41235], [1.15171, -0.36664, 1.66078], [0.25895, 1.84756, 0.67584], [-1.02628, 1.74240, 1.85382], [0.77943, 3.80782, 1.58825], [0.95386, 2.72445, 4.51849], [-0.72442, 1.65943, 5.51377], [-1.41881, 2.15546, 3.97091], [-0.85350, 0.47891, 4.22666], [-0.85644, -2.67300, -4.78243], [-0.11574, -3.48554, -3.35757], [-0.08942, -2.48304, -2.26778], [1.55184, -3.55380, -4.02750], [-1.90157, -2.48975, -4.54158], [-0.34497, -1.72671, -4.95767], [-0.78527, -3.32360, -5.65455], [1.88459, -2.54196, -4.25748], [1.56389, -4.18309, -4.91792], [2.18949, -3.98567, -3.25917]], "forces_ev_per_angstrom": [[-0.058, 0.078, 0.105], [-0.060, -0.200, -0.292], [-0.099, 0.038, 0.269], [-0.039, -0.047, -0.021], [0.052, -0.045, -0.223], [0.139, -0.006, 0.133], [-0.703, -0.107, -0.027], [-0.259, -0.058, -0.144], [0.106, 0.130, 0.094], [0.021, 0.531, 0.193], [0.107, -0.054, -0.113], [-0.172, -0.373, -0.080], [-0.008, -0.003, -0.034], [-0.022, 0.025, -0.001], [0.103, -0.007, -0.004], [0.110, 0.021, 0.069], [-0.094, 0.036, 0.072], [0.137, -0.082, -0.111], [-0.024, 0.062, 0.005], [0.023, 0.128, 0.081], [0.024, -0.026, 0.078], [0.027, 0.028, 0.046], [0.020, 0.057, 0.040], [0.499, 0.048, 0.021], [0.311, -0.086, 0.034], [0.008, -0.026, 0.006], [-0.035, -0.038, -0.021], [-0.082, 0.029, -0.093], [-0.006, -0.003, -0.065], [0.021, 0.014, -0.011], [-0.067, -0.058, -0.045], [0.037, -0.024, -0.052], [0.002, 0.000, 0.017], [0.005, 0.003, 0.028], [-0.010, 0.003, 0.001], [-0.015, 0.010, 0.023], [0.008, -0.004, 0.007], [-0.009, 0.005, 0.013]], "nbo_charge": [-0.606, -0.401, -0.390, -0.419, -0.432, 0.283, -0.756, -0.614, -0.411, 0.731, -0.763, -0.790, 0.191, 0.210, 0.194, 0.191, 0.190, 0.193, 0.211, 0.177, 0.262, 0.203, 0.190, 0.475, 0.358, 0.182, 0.159, 0.182, -0.835, 1.254, -0.970, -0.834, 0.239, 0.233, 0.219, 0.234, 0.218, 0.243], "charge": -1, "homo_ev": -3.835, "lumo_ev": 2.11, "de_lowest_kcal_mol": 0.0, "energy_ev": -31242.467, "multiplicity": 1}

---

# 4
{"formula": "C10H22NP", "method": "the ωB97M-V functional and the def2-TZVPD basis", "species": ["C", "C", "P", "N", "C", "C", "C", "C", "C", "C", "C", "C", "H", "H", "H", "H", "H", "H", "H", "H", "H", "H", "H", "H", "H", "H", "H", "H", "H", "H", "H", "H", "H", "H"], "xyz": [[2.50017, -1.64015, -1.49779], [1.66465, -1.39932, -0.49956], [0.28717, 0.11324, -0.94398], [0.45612, 0.87028, 0.60591], [-0.27387, 2.13813, 0.69391], [0.54023, 3.13806, -0.12540], [1.55090, 0.81626, 1.52588], [0.96769, 0.28494, 2.81383], [-1.35025, -0.86576, -0.88062], [-1.46617, -1.35967, 0.58563], [-2.47737, -0.04601, -1.46253], [-1.09609, -2.08368, -1.80305], [3.21471, -2.55951, -1.48556], [2.62809, -1.09398, -2.46760], [1.43461, -2.00690, 0.27014], [-0.35583, 2.47851, 1.66469], [-1.22975, 2.07751, 0.35860], [0.13118, 4.09847, 0.11182], [1.69146, 2.99247, 0.07739], [0.48091, 2.84712, -1.29677], [1.92150, 1.76765, 1.67206], [2.19941, 0.08110, 1.18328], [0.63981, -0.83298, 2.68197], [1.63239, 0.31289, 3.56253], [0.23150, 0.95429, 3.09723], [-0.70943, -1.99482, 0.91901], [-1.55285, -0.44626, 1.07056], [-2.47099, -1.97615, 0.83686], [-3.26027, -0.70135, -1.61380], [-2.12968, 0.60602, -2.35222], [-2.73956, 0.65820, -0.81677], [-0.61560, -1.78114, -2.68738], [-0.56173, -2.87192, -1.46869], [-1.88307, -2.57554, -2.32958]], "forces_ev_per_angstrom": [[1.923, -1.946, -0.699], [-1.867, 4.056, -4.610], [2.393, -1.851, 0.994], [-1.995, 0.166, -1.232], [4.064, -0.480, -1.741], [1.448, -1.403, -2.256], [-2.619, -2.264, 0.517], [-0.775, -2.811, -2.443], [1.692, -2.529, 0.288], [-4.690, -0.839, -1.622], [3.334, -0.140, -2.400], [-1.283, 2.219, -1.147], [-1.246, 1.542, 0.256], [-0.498, -0.054, 1.289], [-0.227, -1.944, 2.662], [0.049, 0.504, 2.396], [-2.937, -0.422, -1.297], [0.406, 1.053, -0.430], [-2.327, 0.778, -0.036], [-0.195, 1.003, 2.692], [1.476, 1.941, 0.196], [1.937, -0.641, -0.736], [0.191, 2.304, 0.275], [2.807, -0.103, 2.909], [-2.168, 0.756, 0.642], [1.548, -0.591, 0.372], [0.102, 1.228, 1.989], [1.901, 1.352, -0.881], [-1.905, -1.011, -0.939], [-0.625, -1.639, 0.818], [-1.526, 3.054, 3.154], [1.435, 0.883, -1.259], [2.090, -2.170, 1.863], [-1.916, -0.002, 0.415]], "nbo_charge": [-0.388, -0.423, 0.966, -0.789, -0.229, -0.622, -0.211, -0.579, -0.328, -0.597, -0.605, -0.629, 0.189, 0.210, 0.185, 0.189, 0.190, 0.204, 0.208, 0.219, 0.180, 0.211, 0.195, 0.193, 0.194, 0.205, 0.212, 0.191, 0.215, 0.217, 0.197, 0.209, 0.209, 0.214], "smiles": "C=CP(N(CC)CC)C(C)(C)C", "charge": 0, "homo_ev": -7.371, "lumo_ev": 0.94, "de_lowest_kcal_mol": 45.8, "energy_ev": -21501.220, "multiplicity": 1}

---

# 5
{"formula": "C10H22P", "method": "the ωB97M-V functional and the def2-TZVPD basis", "species": ["C", "C", "C", "C", "C", "C", "C", "C", "C", "C", "P", "H", "H", "H", "H", "H", "H", "H", "H", "H", "H", "H", "H", "H", "H", "H", "H", "H", "H", "H", "H", "H", "H"], "xyz": [[1.27039, 0.48576, 2.08130], [1.64805, 0.05536, 0.92062], [-0.12102, 0.94753, 2.51519], [2.36482, 0.51911, 3.10493], [2.72299, -0.57465, 0.13808], [-1.11481, -0.43931, -3.59367], [-1.75439, -1.86666, 0.44229], [-1.02976, 2.08494, -1.15616], [-0.15888, -0.47074, -2.42414], [-2.12245, -0.55717, -0.32792], [-0.54784, 0.31387, -0.80355], [-0.03891, 1.88875, 2.99635], [-0.41594, 0.26155, 3.24068], [-0.80922, 0.87608, 1.66279], [3.41631, 0.32819, 2.63317], [2.19518, -0.27718, 3.94375], [2.35843, 1.61188, 3.44487], [3.60983, -0.47633, 0.78614], [2.48272, -1.67864, -0.14770], [2.65925, -0.14188, -0.83795], [-1.57820, 0.52408, -3.52326], [-0.66933, -0.42160, -4.48565], [-1.69598, -1.40039, -3.49239], [-2.66630, -2.36477, 0.44484], [-0.99622, -2.55152, 0.00189], [-1.53323, -1.61405, 1.49899], [-1.71897, 2.36344, -1.93985], [0.01941, 2.47857, -1.30289], [-1.32471, 2.56003, -0.14739], [0.84237, -0.15678, -2.58625], [-0.08012, -1.52420, -2.12186], [-2.65573, 0.01600, 0.32028], [-2.55777, -0.79927, -1.28553]], "forces_ev_per_angstrom": [[-1.042, 0.023, -0.418], [-1.387, -0.380, -0.950], [1.496, -0.598, -1.867], [1.909, 0.067, 0.919], [-1.899, -1.948, -0.214], [-1.592, -0.669, 3.747], [0.747, 1.103, 0.045], [2.204, 0.276, 2.546], [0.450, -1.190, 1.495], [4.019, -2.215, -1.092], [-0.720, 0.330, -0.039], [-0.195, 1.107, 0.124], [-0.777, -1.235, 1.382], [0.183, 0.450, 0.457], [-1.972, 0.314, 1.036], [0.229, 1.781, -1.372], [0.225, -1.688, 0.206], [0.067, -0.044, -0.946], [0.486, 1.611, 1.196], [1.182, 0.827, -0.500], [-1.471, 0.120, -0.198], [2.149, -0.293, -3.437], [-0.258, 1.633, -0.460], [-1.525, -1.466, 0.288], [-0.344, 0.773, 0.212], [0.238, -0.283, -0.645], [-0.073, -0.308, -0.209], [-1.227, 0.222, -0.376], [0.154, -0.752, -1.585], [0.995, 0.367, -0.731], [0.412, 0.070, 0.093], [-1.948, 1.812, 1.354], [-0.712, 0.179, -0.059]], "nbo_charge": [-0.113, 0.332, -0.593, -0.619, -0.735, -0.606, -0.612, -0.956, -0.714, -0.693, 1.062, 0.241, 0.237, 0.214, 0.228, 0.259, 0.250, 0.281, 0.258, 0.255, 0.212, 0.231, 0.225, 0.229, 0.215, 0.211, 0.262, 0.246, 0.255, 0.230, 0.234, 0.233, 0.241], "charge": 1, "homo_ev": -13.056, "lumo_ev": -4.44, "de_lowest_kcal_mol": 46.0, "energy_ev": -20005.547, "multiplicity": 1}